14
Properties=species:S:1:pos:R:3:lowdin_charge:R:1 method="wB97M-V/def2-TZVPD" de_lowest_kcal_mol=76.1 homo_energy_ev=-9.80 smiles="O/N=C1/CC[C@H]1O" total_charge=0
O 2.073 1.535 0.064 -0.0606
N 1.807 0.223 -0.333 0.0501
C 0.567 -0.030 -0.385 -0.2627
C -0.070 -1.384 -0.568 -0.0988
C -1.309 -0.815 0.170 -0.1019
C -0.751 0.627 0.007 -0.3065
O -0.807 1.465 1.129 -0.0052
H 3.038 1.527 0.127 0.0948
H 0.468 -2.198 -0.073 0.1132
H -0.259 -1.651 -1.612 0.1137
H -1.326 -1.087 1.228 0.1175
H -2.283 -1.017 -0.279 0.1062
H -1.219 1.127 -0.855 0.1557
H 0.097 1.679 1.391 0.0845

***

88
Properties=species:S:1:pos:R:3:lowdin_charge:R:1 method="wB97M-V/def2-TZVPD" de_lowest_kcal_mol=4.1 homo_energy_ev=-3.29 total_charge=-1
C 2.930 -2.845 -2.834 -0.0669
C 2.400 -1.980 -3.931 -0.2237
H 2.237 -3.675 -2.621 0.0948
H 3.065 -2.277 -1.908 0.0068
H 3.889 -3.301 -3.131 0.0815
C 2.371 -2.445 -5.201 -0.1284
C 2.790 -3.823 -5.604 -0.1143
H 2.096 -1.798 -6.034 0.0922
H 2.286 -4.611 -5.022 0.0782
H 3.876 -3.981 -5.502 0.0748
H 2.540 -3.983 -6.662 0.0656
Hg 2.309 0.209 1.413 0.9468
Cl 2.268 -1.991 0.595 -0.0578
C 0.449 3.526 0.313 -0.3093
O 0.815 2.343 0.427 -0.1066
N -0.824 3.952 0.424 -0.1809
C -1.910 3.030 0.718 -0.0231
C -1.155 5.337 0.121 -0.0574
H 1.152 4.350 0.103 0.1369
H -1.623 2.328 1.509 0.0585
H -2.223 2.463 -0.172 0.0863
H -2.755 3.635 1.057 0.0864
H -0.295 5.964 0.380 0.0829
H -2.025 5.630 0.716 0.0846
H -1.391 5.487 -0.944 0.0922
H -3.498 2.168 7.306 0.0784
H -1.310 1.472 7.287 0.0321
C -3.924 1.258 6.878 -0.0646
C -1.580 0.456 6.984 -0.1009
N -2.856 0.482 6.287 -0.2073
H -4.657 1.507 6.105 0.0902
C -3.182 -0.507 5.405 -0.3443
O -4.332 -0.779 5.071 -0.0034
H -0.806 0.071 6.310 0.0596
H -2.288 -1.034 5.006 0.1212
H -4.428 0.695 7.676 0.0905
H -1.626 -0.178 7.883 0.0886
H 0.031 -3.316 1.341 0.0162
H -0.984 -5.522 -0.493 0.0801
C -0.789 -3.821 1.877 -0.0818
C -1.683 -5.576 0.349 -0.0744
N -1.843 -4.278 0.980 -0.1994
H -1.207 -3.110 2.597 0.0523
C -2.804 -3.469 0.528 -0.4768
O -3.606 -3.687 -0.362 -0.0489
H -2.651 -5.917 -0.017 0.0737
H -2.827 -2.415 1.125 -0.2032
H -0.388 -4.692 2.401 0.0730
H -1.287 -6.265 1.097 0.0691
O 1.191 -0.563 -2.327 -0.2198
C 1.985 -0.557 -3.531 -0.2880
C 0.410 -0.189 -5.495 -0.0761
C 1.426 0.293 -4.664 -0.1924
H 0.054 -1.214 -5.355 0.1143
C -0.121 0.623 -6.505 -0.0770
H 2.929 -0.095 -3.193 0.1428
C 1.941 1.582 -4.868 -0.0342
H -0.934 0.239 -7.126 0.1032
C 0.395 1.910 -6.706 -0.1009
C 1.422 2.385 -5.882 -0.0937
H 2.750 1.928 -4.216 0.1169
H 0.004 2.529 -7.513 0.0943
H 1.821 3.394 -6.032 0.0983
Si -0.540 -0.255 -2.062 0.4558
Cl -2.641 -0.980 1.679 0.1032
C -1.633 -1.478 -2.964 -0.1503
C -0.909 1.466 -2.680 -0.1494
C -0.710 -0.466 -0.264 -0.3026
H -1.939 -1.103 -3.953 0.0195
H -2.544 -1.624 -2.356 0.0393
H -1.157 -2.460 -3.088 0.0381
H -0.265 -1.405 0.072 -0.0245
H -1.803 -0.467 -0.098 -0.0796
H -0.271 0.359 0.305 -0.0213
H -0.870 1.558 -3.772 0.0177
H -0.197 2.193 -2.263 0.0268
H -1.924 1.756 -2.358 0.0317
Cl 5.153 1.763 2.063 0.6495
C 3.959 1.974 3.289 -0.7372
C 2.658 1.516 3.043 -0.3725
C 1.660 1.811 3.972 -0.7029
Cl 0.036 1.281 3.669 0.7013
C 1.958 2.482 5.175 -0.6874
Cl 0.719 2.919 6.285 0.7052
C 3.300 2.801 5.485 -0.7153
Cl 3.693 3.482 6.998 0.6853
C 4.312 2.567 4.524 -0.7144
Cl 5.938 2.957 4.882 0.6764

***

9
Properties=species:S:1:pos:R:3:lowdin_charge:R:1 method="wB97M-V/def2-TZVPD" de_lowest_kcal_mol=83.9 homo_energy_ev=-8.92 smiles="C=CNO" total_charge=0
C -1.183 -0.278 -0.333 0.0060
C -0.375 -0.050 0.715 -0.2710
N 0.956 0.257 0.642 0.0021
O 1.348 0.281 -0.904 -0.1165
H -2.130 -0.772 -0.200 0.0416
H -0.979 0.031 -1.342 0.0450
H -0.711 -0.234 1.726 0.1031
H 1.159 1.229 0.855 0.1126
H 1.917 -0.463 -1.160 0.0771